# 1
{"formula": "C21H57ClN18O32", "method": "ωB97M-V/def2-TZVPD", "species": ["C", "C", "C", "Cl", "N", "N", "C", "O", "O", "C", "C", "N", "H", "H", "H", "H", "H", "H", "H", "H", "H", "H", "H", "H", "C", "N", "O", "O", "H", "H", "H", "C", "N", "O", "O", "H", "H", "H", "C", "N", "O", "O", "H", "H", "H", "C", "N", "O", "O", "H", "H", "H", "C", "N", "O", "O", "H", "H", "H", "C", "N", "O", "O", "H", "H", "H", "C", "N", "O", "O", "H", "H", "H", "C", "N", "O", "O", "H", "H", "H", "C", "N", "O", "O", "H", "H", "H", "C", "N", "O", "O", "H", "H", "H", "C", "N", "O", "O", "H", "H", "H", "C", "N", "O", "O", "H", "H", "H", "C", "N", "O", "O", "H", "H", "H", "C", "N", "O", "O", "H", "H", "H", "C", "N", "O", "O", "H", "H", "H"], "coordinates": [[4.8844, -3.3326, 1.8744], [3.8682, -2.0944, 1.6615], [2.5344, -2.2122, 2.5176], [2.9989, -2.3020, 4.3220], [1.5426, -1.1192, 2.3296], [2.0136, -0.0166, 1.6388], [0.2678, -1.5906, 1.8294], [-0.2276, -1.0887, 0.7991], [-0.4303, -2.5936, 2.5373], [-1.7570, -2.1398, 2.8981], [-2.8694, -2.3943, 1.7912], [-2.8093, -3.3078, 0.8588], [5.9289, -2.9844, 1.5548], [4.6197, -4.2310, 1.2144], [4.9757, -3.6590, 2.9567], [4.4598, -1.1667, 1.9725], [3.6242, -2.1009, 0.5397], [2.0119, -3.2037, 2.2757], [2.1433, -0.1805, 0.6348], [2.8168, 0.4388, 2.0852], [-1.7031, -1.0324, 3.2028], [-2.0723, -2.7034, 3.8449], [-3.8314, -1.7679, 1.8203], [-1.9143, -3.8138, 0.9589], [3.5366, 4.3714, 1.2216], [3.6114, 2.9813, 0.7011], [3.3697, 2.8067, -0.4794], [3.9100, 2.1059, 1.4936], [3.2615, 5.0350, 0.4080], [2.7806, 4.3883, 2.0054], [4.5195, 4.6280, 1.6144], [2.2728, 1.2349, -2.7525], [2.3443, -0.1643, -3.2463], [2.0997, -0.3597, -4.4229], [2.6445, -1.0207, -2.4297], [1.9962, 1.8860, -3.5790], [1.5192, 1.2669, -1.9670], [3.2555, 1.4973, -2.3673], [3.8338, 8.5679, -0.9855], [3.1501, 7.3796, -0.4125], [3.0687, 7.3067, 0.8032], [2.7168, 6.5581, -1.2028], [4.1651, 9.2081, -0.1701], [4.6831, 8.2105, -1.5652], [3.1191, 9.0850, -1.6123], [1.9511, -0.8747, 7.2030], [1.6011, 0.0320, 8.3264], [2.4844, 0.3163, 9.1155], [0.4485, 0.4277, 8.3764], [3.0021, -1.1444, 7.2840], [1.3191, -1.7580, 7.2831], [1.7620, -0.3366, 6.2754], [3.4866, -3.7824, -3.4162], [4.1886, -4.8644, -2.6768], [5.0849, -4.5360, -1.9185], [3.8146, -6.0060, -2.8835], [3.9205, -2.8273, -3.1356], [3.6223, -3.9702, -4.4804], [2.4348, -3.8238, -3.1385], [-6.3065, -0.8391, -0.5172], [-5.8974, 0.0690, 0.5836], [-5.1272, -0.3732, 1.4181], [-6.3623, 1.1941, 0.5689], [-5.8172, -1.8015, -0.3791], [-7.3893, -0.9469, -0.4710], [-5.9940, -0.3783, -1.4535], [-3.3780, -0.7458, -3.7744], [-4.7752, -0.6375, -4.2727], [-5.6745, -0.6995, -3.4484], [-4.9235, -0.4935, -5.4720], [-3.3984, -0.8692, -2.6939], [-2.9266, -1.6087, -4.2515], [-2.8606, 0.1732, -4.0485], [-2.4247, -4.8866, -2.9946], [-1.7585, -3.8366, -3.8077], [-1.4110, -4.1349, -4.9352], [-1.6086, -2.7447, -3.2814], [-2.4906, -5.7977, -3.5850], [-1.8178, -5.0460, -2.1041], [-3.4155, -4.5222, -2.7368], [-6.9963, 3.3216, -1.8405], [-6.3160, 4.3609, -2.6567], [-5.9657, 4.0496, -3.7834], [-6.1576, 5.4505, -2.1389], [-7.0682, 2.4073, -2.4260], [-6.3963, 3.1607, -0.9466], [-7.9869, 3.6975, -1.5893], [-1.6885, 3.1074, 7.1421], [-0.9920, 4.1343, 6.3244], [-0.6546, 3.8190, 5.1965], [-0.8088, 5.2203, 6.8444], [-1.7820, 2.1962, 6.5556], [-1.0864, 2.9325, 8.0326], [-2.6700, 3.5029, 7.3995], [-5.9795, -7.8976, -2.9080], [-5.3136, -6.8462, -3.7199], [-4.9658, -7.1448, -4.8467], [-5.1640, -5.7557, -3.1940], [-6.0443, -8.8083, -3.4994], [-5.3736, -8.0578, -2.0174], [-6.9727, -7.5333, -2.6500], [-0.2175, -4.9841, 5.8571], [0.2119, -4.0792, 6.9541], [0.9747, -4.5306, 7.7879], [-0.2337, -2.9437, 6.9376], [0.2538, -5.9543, 5.9985], [-1.3020, -5.0704, 5.9083], [0.0998, -4.5335, 4.9170], [-4.2650, 2.2966, -6.8367], [-3.0190, 2.4980, -7.6204], [-3.1253, 2.5878, -8.8306], [-1.9768, 2.5589, -6.9910], [-5.1092, 2.2621, -7.5218], [-4.1664, 1.3545, -6.2988], [-4.3604, 3.1367, -6.1495], [1.8069, 8.5197, -5.3750], [2.2436, 9.4352, -4.2890], [3.0296, 8.9939, -3.4627], [1.7855, 10.5607, -4.3008], [2.2929, 7.5561, -5.2375], [0.7248, 8.4199, -5.3050], [2.1020, 8.9695, -6.3217], [8.9435, -1.5851, 3.2456], [7.5511, -1.4481, 2.7457], [6.6537, -1.4889, 3.5691], [7.4101, -1.3039, 1.5437], [8.9173, -1.7057, 4.3264], [9.3784, -2.4628, 2.7695], [9.4814, -0.6791, 2.9710]], "atomic_forces_ev_per_a": [[0.2, 0.0, -0.3], [0.8, -0.6, 0.2], [0.0, -1.3, -0.5], [-0.3, 0.0, -0.9], [-0.5, -2.5, -0.3], [-0.2, 1.2, -0.6], [-1.1, 1.9, -2.8], [1.3, -1.4, 3.3], [1.1, 1.3, -0.1], [-1.2, 0.7, 0.4], [-0.1, -1.0, -1.0], [0.3, 1.7, 2.2], [-1.7, -0.5, 0.3], [0.2, 1.3, 1.0], [-0.3, 0.4, -1.3], [-1.1, -1.2, -0.6], [0.2, 0.4, 1.7], [0.9, 1.3, 0.7], [0.2, 0.0, 0.6], [-0.7, -0.6, -0.3], [-0.2, -1.6, -0.6], [0.6, 0.6, -1.3], [1.9, -1.0, 0.2], [-0.2, 0.3, -0.2], [0.0, 0.2, -0.1], [0.0, 0.0, 0.0], [0.1, -0.1, 0.4], [0.1, 0.2, -0.3], [0.0, -0.3, 0.1], [0.2, 0.0, 0.0], [-0.1, -0.1, 0.1], [0.0, 0.3, -0.2], [-0.2, 0.1, -0.2], [0.2, -0.2, 0.5], [-0.1, 0.2, -0.3], [0.0, -0.2, 0.0], [0.2, 0.0, 0.1], [-0.2, -0.1, 0.1], [0.3, 0.2, 0.7], [0.1, 0.3, 0.1], [-0.1, -0.1, -0.4], [0.1, 0.1, 0.4], [-0.1, -0.2, 0.0], [-0.2, 0.0, -0.1], [0.2, -0.1, 0.2], [0.3, -0.1, -0.1], [0.2, 0.0, 0.1], [-0.5, 0.0, -0.1], [0.3, 0.0, 0.1], [-0.1, 0.2, 0.1], [0.0, 0.4, 0.0], [-0.1, -0.1, 0.1], [0.1, 0.3, -0.1], [0.1, 0.0, 0.0], [-0.3, -0.3, -0.2], [0.2, 0.3, 0.2], [-0.1, -0.2, 0.0], [-0.1, -0.1, 0.1], [0.1, 0.0, -0.1], [0.0, -0.2, -0.1], [-0.1, -0.1, 0.0], [-0.5, 0.7, -0.1], [0.3, -0.3, 0.2], [0.0, 0.2, 0.1], [0.1, 0.1, 0.0], [-0.2, -0.1, 0.2], [-0.2, 0.2, 0.2], [0.1, 0.1, 0.0], [0.1, 0.0, -0.7], [-0.2, -0.2, 0.6], [-0.1, 0.0, -0.2], [-0.1, 0.4, -0.1], [0.0, -0.1, -0.1], [0.1, -0.2, 0.1], [0.2, -0.3, -0.2], [-0.1, 0.4, 0.4], [0.3, -0.6, -0.1], [0.0, 0.2, -0.1], [-0.1, 0.2, 0.0], [0.2, 0.0, 0.1], [-0.1, -0.3, 0.0], [0.0, 0.1, -0.1], [0.0, 0.2, 0.3], [0.0, -0.4, -0.3], [0.1, 0.2, 0.0], [-0.1, 0.1, 0.0], [0.2, 0.0, 0.1], [-0.1, -0.3, 0.1], [0.1, 0.1, -0.2], [0.0, 0.2, 0.3], [0.0, -0.4, -0.3], [0.1, 0.2, 0.0], [-0.1, 0.1, 0.0], [0.2, 0.1, 0.1], [-0.1, -0.3, 0.0], [0.0, 0.0, -0.3], [0.0, 0.3, 0.4], [-0.3, -0.4, -0.2], [0.1, 0.2, 0.0], [-0.1, 0.1, 0.0], [0.2, 0.0, 0.1], [0.0, -0.3, -0.2], [0.1, -0.2, 0.1], [-0.3, 0.4, -0.2], [-0.1, -0.5, 0.0], [0.0, 0.2, 0.1], [0.1, 0.1, -0.1], [-0.1, 0.1, 0.1], [-0.3, 0.0, 0.1], [0.0, 0.0, -0.2], [0.2, 0.0, 0.4], [-0.3, 0.0, -0.3], [0.2, 0.0, 0.0], [0.0, 0.2, -0.1], [0.1, -0.1, 0.0], [0.0, -0.4, -0.1], [-0.1, 0.1, -0.1], [-0.4, 0.4, -1.1], [0.3, -0.5, 0.2], [0.0, 0.2, 0.1], [0.1, 0.1, -0.1], [-0.1, 0.0, 0.1], [0.2, -0.1, 0.3], [-0.1, 0.1, 0.2], [0.3, 0.1, -0.5], [0.0, 0.1, 0.4], [-0.1, 0.0, -0.2], [0.0, 0.2, -0.1], [0.0, -0.1, -0.1]], "max_force_ev_per_a": 3.80, "homo_energy_ev": -9.138, "lumo_ev": -0.33, "gap_ev": 8.8075}



# 2
{"formula": "C5H6N", "method": "ωB97M-V/def2-TZVPD", "species": ["C", "C", "C", "C", "C", "N", "H", "H", "H", "H", "H", "H"], "coordinates": [[-1.5995, -0.6611, 0.0422], [1.8482, -0.1141, -0.0418], [-0.4967, 1.3053, 0.0006], [-0.3023, -1.0993, -0.0927], [0.5024, 0.0861, -0.1706], [-1.7423, 0.5999, -0.1827], [-2.4282, -1.3965, 0.2552], [2.5386, 0.4152, 0.5913], [2.2652, -0.9985, -0.5330], [-0.3940, 1.9422, 0.9825], [-0.3316, 2.0659, -0.8253], [0.1402, -2.1451, -0.0257]], "atomic_forces_ev_per_a": [[-3.1, -1.1, 0.5], [-0.5, -0.7, 0.0], [1.4, -0.2, -1.1], [4.0, 0.0, -0.3], [0.0, -0.3, 1.0], [-0.7, 1.1, 1.4], [0.6, 1.3, -0.7], [0.1, 0.8, -0.3], [-0.1, 0.1, 0.3], [-0.4, -1.7, -1.5], [-0.3, -0.8, 0.8], [-0.9, 1.5, -0.4]], "max_force_ev_per_a": 3.96, "total_charge": 1, "homo_energy_ev": [-15.588, -15.588], "lumo_ev": [-7.39, -7.39], "gap_ev": [8.1982, 8.1976], "e_above_lowest_kcal_mol": 84.5}



# 3
{"formula": "C5H11N", "method": "ωB97M-V/def2-TZVPD", "species": ["C", "N", "C", "C", "C", "C", "H", "H", "H", "H", "H", "H", "H", "H", "H", "H", "H"], "coordinates": [[0.2716, -1.5776, -1.0710], [-1.4162, -0.9454, 0.8618], [-0.1698, -0.1744, 1.0493], [0.7231, -0.3865, -0.3119], [0.3248, 0.9730, -1.0172], [-0.1001, 1.3231, 1.2055], [0.2434, -1.2881, -2.1150], [0.7200, -2.5468, -0.9337], [-1.1201, -1.5585, -0.0287], [0.4702, -0.5481, 1.8437], [-2.0830, -0.2308, 0.5269], [1.2298, 1.3582, -1.5510], [1.8299, -0.3122, -0.1036], [-0.6586, 0.8525, -1.4914], [0.5271, 1.6138, 2.0366], [-1.0338, 1.9326, 1.2053], [0.2417, 1.5151, -0.1055]], "atomic_forces_ev_per_a": [[1.9, 1.0, -0.9], [1.0, 1.0, -1.6], [1.9, -1.0, -0.8], [-0.3, 1.2, 1.5], [2.1, -3.2, -2.6], [-3.5, -2.0, 1.2], [-0.7, -0.4, -0.4], [-0.2, -0.3, 0.5], [-1.5, 1.1, 1.9], [-0.4, -0.5, 0.5], [-0.3, -0.9, 0.1], [-1.4, 0.2, -0.1], [-1.1, -0.5, 0.0], [0.4, 0.9, 0.0], [1.4, 0.8, -0.9], [0.7, -0.4, -0.5], [0.0, 3.1, 2.0]], "max_force_ev_per_a": 4.62, "total_charge": 1, "homo_energy_ev": [-13.779, -14.178], "lumo_ev": [-7.12, -7.17], "gap_ev": [6.6620, 7.0132], "e_above_lowest_kcal_mol": 147.8, "s_squared": 0.755, "multiplicity": 2}



# 4
{"formula": "C28H64Br2F3IN7O9P2", "method": "ωB97M-V/def2-TZVPD", "species": ["C", "C", "Br", "C", "Br", "P", "C", "C", "C", "O", "C", "F", "F", "F", "P", "O", "I", "H", "H", "H", "H", "H", "H", "H", "H", "H", "H", "H", "H", "H", "H", "H", "C", "C", "O", "N", "C", "H", "H", "H", "H", "H", "H", "H", "C", "C", "O", "N", "C", "H", "H", "H", "H", "H", "H", "H", "C", "C", "O", "N", "C", "H", "H", "H", "H", "H", "H", "H", "C", "C", "O", "N", "C", "H", "H", "H", "H", "H", "H", "H", "C", "C", "O", "N", "C", "H", "H", "H", "H", "H", "H", "H", "C", "C", "O", "N", "C", "H", "H", "H", "H", "H", "H", "H", "C", "C", "O", "N", "C", "H", "H", "H", "H", "H", "H", "H"], "coordinates": [[-3.7001, 4.4068, -0.8045], [-2.8569, 3.1381, -0.8118], [-3.7077, 1.8513, 0.4036], [-2.6076, 2.5310, -2.1911], [-1.5660, 3.9016, -3.1837], [-1.9489, 0.6835, -2.3591], [-2.3624, 0.6383, -4.2136], [-0.0756, 1.0718, -2.8012], [0.8194, 1.6954, -1.7195], [0.1294, 2.2586, -0.6263], [1.7539, 0.6464, -1.1397], [2.6342, 0.1969, -2.0747], [2.5206, 1.1143, -0.1219], [1.1146, -0.4294, -0.6637], [-1.4248, -1.6768, -2.3909], [-1.4602, -1.9804, -0.7708], [-3.6584, -2.6166, -3.0581], [-4.0299, 4.6682, 0.1990], [-3.0795, 5.2331, -1.1599], [-4.5772, 4.3047, -1.4502], [-1.8877, 3.3602, -0.3731], [-3.5608, 2.5445, -2.7333], [-1.5582, 0.6102, -0.9690], [-3.3159, 0.3168, -2.0006], [-2.0858, 1.5842, -4.6890], [-3.4330, 0.4596, -4.3403], [-1.8066, -0.1559, -4.7260], [0.0065, 1.6398, -3.7291], [0.3563, 0.0911, -3.0451], [1.4909, 2.4342, -2.1813], [0.4323, 3.1676, -0.4839], [-2.0993, -1.4075, -0.3191], [-6.5857, 7.0821, 3.0389], [-5.2058, 7.1318, 2.4231], [-4.7804, 6.2514, 1.6995], [-4.4091, 8.1962, 2.7177], [-4.6745, 9.3158, 3.5846], [-7.0604, 6.1664, 2.7000], [-6.5316, 7.0787, 4.1283], [-7.1881, 7.9379, 2.7309], [-3.5200, 8.1581, 2.2363], [-4.6309, 10.2620, 3.0400], [-3.9538, 9.3675, 4.4049], [-5.6670, 9.2220, 4.0181], [4.1188, -4.8099, -1.0603], [4.5949, -4.3935, 0.3128], [5.3356, -5.1075, 0.9797], [4.1739, -3.1957, 0.7781], [3.3065, -2.2254, 0.1274], [4.5468, -5.7838, -1.2766], [3.0309, -4.8730, -1.1009], [4.4375, -4.0961, -1.8203], [4.5345, -2.9654, 1.6906], [3.8255, -1.2782, -0.0143], [2.4117, -2.0448, 0.7195], [2.9967, -2.5952, -0.8438], [4.6389, -6.8133, 6.3254], [3.2061, -6.5813, 5.8933], [2.2722, -7.0998, 6.4858], [3.0057, -5.7859, 4.8147], [4.0038, -5.1224, 3.9958], [4.6169, -7.4707, 7.1892], [5.2222, -7.2792, 5.5301], [5.1276, -5.8771, 6.5966], [2.0344, -5.6611, 4.5739], [3.8764, -4.0383, 4.0376], [3.9492, -5.4377, 2.9553], [4.9983, -5.3594, 4.3581], [3.9071, -11.0154, 1.9987], [2.6048, -11.4717, 2.6223], [2.1187, -12.5598, 2.3611], [1.9997, -10.6184, 3.4870], [2.4415, -9.3055, 3.9135], [4.2503, -11.8081, 1.3413], [3.7717, -10.1004, 1.4210], [4.6647, -10.8234, 2.7593], [1.1352, -10.9707, 3.8667], [2.5810, -9.2632, 4.9938], [1.7081, -8.5424, 3.6475], [3.3804, -9.0542, 3.4292], [3.4510, 5.1118, -1.0789], [2.0297, 5.5012, -1.4122], [1.1106, 5.3304, -0.6212], [1.7806, 6.0253, -2.6350], [2.7142, 6.2816, -3.7072], [3.4498, 4.6987, -0.0749], [3.8241, 4.3576, -1.7724], [4.1183, 5.9741, -1.1194], [0.8015, 6.2190, -2.7933], [2.7241, 7.3380, -3.9820], [2.4641, 5.6995, -4.5956], [3.7172, 6.0049, -3.3960], [-5.6471, -6.8697, -6.1435], [-5.4234, -5.3837, -5.9422], [-6.2786, -4.6755, -5.4433], [-4.2255, -4.8803, -6.3392], [-3.1155, -5.5839, -6.9348], [-6.6415, -7.1015, -5.7745], [-5.5797, -7.1438, -7.1974], [-4.9124, -7.4574, -5.5916], [-4.1124, -3.8956, -6.1440], [-2.2241, -5.5151, -6.3079], [-2.8684, -5.1799, -7.9193], [-3.3630, -6.6344, -7.0556], [0.1239, 7.2493, 1.5532], [-0.5785, 8.5519, 1.8589], [-1.5438, 8.9244, 1.2111], [-0.1029, 9.3046, 2.8903], [1.0138, 9.0140, 3.7605], [-0.3759, 6.7756, 0.7144], [1.1712, 7.4157, 1.2951], [0.0908, 6.5717, 2.4073], [-0.6131, 10.1614, 3.0356], [0.7005, 8.9426, 4.8040], [1.7880, 9.7808, 3.6884], [1.4555, 8.0633, 3.4792]], "atomic_forces_ev_per_a": [[0.1, 0.0, 0.0], [0.4, 0.4, -0.2], [-0.1, -0.1, 0.0], [-0.5, -0.2, 0.1], [0.1, 0.2, -0.1], [0.0, 0.1, -0.1], [0.1, 0.1, 0.0], [0.3, -0.3, -0.1], [0.1, 0.0, -0.2], [0.0, 0.4, 0.1], [0.3, -0.2, 0.0], [-0.1, 0.1, 0.0], [-0.1, 0.1, -0.1], [-0.1, 0.1, 0.0], [0.1, 0.0, 0.0], [-0.1, -0.1, 0.1], [0.0, 0.0, -0.1], [0.0, -0.1, -0.1], [-0.2, 0.0, -0.1], [0.1, 0.0, 0.0], [-0.1, -0.2, 0.2], [0.2, -0.1, 0.0], [-0.1, -0.1, 0.0], [0.0, 0.0, -0.1], [-0.1, 0.0, 0.0], [0.1, 0.0, 0.0], [-0.1, 0.0, 0.1], [-0.1, 0.1, 0.2], [-0.1, 0.1, 0.0], [-0.1, 0.0, 0.1], [0.0, -0.1, -0.1], [0.1, 0.2, 0.0], [0.0, 0.0, -0.1], [0.3, 0.1, 0.2], [-0.3, -0.1, 0.0], [0.1, 0.0, -0.1], [-0.1, 0.0, 0.0], [0.0, 0.0, 0.0], [0.0, 0.0, 0.0], [0.0, 0.0, 0.0], [0.1, 0.2, 0.0], [0.0, 0.0, 0.0], [0.0, 0.0, 0.0], [0.0, 0.0, 0.0], [0.0, 0.0, 0.0], [0.0, 0.0, -0.1], [0.0, 0.0, 0.0], [0.0, 0.0, 0.0], [0.1, -0.1, 0.1], [0.0, 0.0, 0.0], [0.0, 0.0, 0.0], [0.0, 0.0, 0.0], [0.0, 0.0, 0.0], [0.0, 0.0, 0.0], [0.0, 0.0, 0.0], [0.0, 0.0, 0.0], [0.0, 0.0, 0.0], [0.1, 0.0, 0.0], [0.0, 0.0, 0.0], [0.0, 0.0, 0.0], [-0.1, 0.0, 0.0], [0.0, 0.0, 0.0], [0.0, 0.0, 0.0], [0.0, 0.0, 0.0], [0.0, 0.0, 0.0], [0.0, 0.0, 0.0], [0.0, 0.0, 0.0], [0.0, 0.0, 0.0], [0.0, 0.0, 0.0], [0.1, 0.1, 0.0], [0.0, 0.0, 0.0], [0.0, 0.0, 0.0], [-0.1, 0.0, 0.0], [0.0, 0.0, 0.0], [0.0, 0.0, 0.0], [0.0, 0.0, 0.0], [0.0, 0.0, 0.0], [0.0, 0.0, 0.0], [0.0, 0.0, 0.0], [0.0, 0.0, 0.0], [0.0, 0.0, 0.1], [-0.2, -0.2, -0.2], [0.2, -0.2, 0.1], [-0.1, 0.2, 0.0], [0.0, 0.0, 0.0], [0.0, 0.0, 0.0], [0.0, 0.0, 0.0], [0.0, 0.0, 0.0], [0.0, -0.1, 0.0], [0.0, 0.0, 0.0], [0.0, 0.0, 0.0], [0.0, 0.0, 0.0], [0.0, 0.0, 0.0], [0.1, -0.1, 0.0], [0.0, 0.0, -0.1], [-0.1, 0.2, -0.1], [0.1, 0.0, 0.1], [0.0, 0.0, 0.0], [0.0, 0.0, 0.0], [0.0, 0.0, 0.0], [0.0, 0.0, 0.1], [0.0, 0.0, 0.0], [0.0, 0.0, 0.0], [0.0, 0.0, 0.0], [-0.1, 0.1, 0.0], [0.1, -0.3, 0.0], [-0.2, 0.2, 0.1], [0.0, 0.1, 0.0], [0.0, 0.0, 0.0], [0.1, 0.0, 0.0], [0.0, 0.0, 0.0], [0.0, 0.0, 0.0], [0.0, 0.0, 0.0], [0.0, 0.0, 0.0], [0.0, 0.0, 0.0], [0.0, 0.0, 0.0]], "max_force_ev_per_a": 0.61, "total_charge": -1, "homo_energy_ev": -3.835, "lumo_ev": 1.80, "gap_ev": 5.6334}